(1)
{
  "formula": "C9H12N3O",
  "method": "wB97M-V/def2-TZVPD",
  "species": ["C", "C", "C", "C", "C", "C", "C", "C", "C", "N", "N", "N", "O", "H", "H", "H", "H", "H", "H", "H", "H", "H", "H", "H", "H"],
  "positions_angstrom": [[3.424, 0.339, -0.241], [2.619, 1.314, -0.629], [2.959, -0.825, 0.242], [1.269, 1.170, -0.496], [1.604, -1.031, 0.467], [0.781, 0.046, 0.143], [-1.388, 1.019, 1.333], [-2.160, 1.842, 0.625], [-0.864, -0.014, 0.338], [-1.545, 0.436, -0.928], [-1.399, -1.393, 0.594], [-2.122, -1.934, -0.554], [-2.407, 1.553, -0.675], [4.531, 0.570, -0.169], [3.055, 2.024, -1.245], [3.740, -1.585, 0.494], [0.541, 1.847, -0.915], [1.243, -1.827, 1.023], [-1.463, 0.849, 2.428], [-2.758, 2.674, 0.944], [-1.107, 0.431, -1.841], [-1.678, -1.693, 1.529], [-3.029, -2.341, -0.378], [-1.730, -2.659, -1.073], [-2.115, -0.810, -1.017]],
  "forces_ev_per_angstrom": [[4.29, -0.19, 1.13], [-1.78, 0.99, -1.26], [0.77, -2.77, 1.36], [-1.16, -0.25, 0.08], [0.44, 2.30, -0.42], [-2.82, -1.03, -0.10], [-0.74, -0.76, -0.52], [-0.66, 0.05, 1.22], [1.75, 0.43, -0.40], [-0.91, -1.60, 0.91], [0.40, -1.20, -0.73], [-0.60, 2.31, 2.05], [1.47, -0.48, -0.78], [-1.32, -0.67, -0.64], [0.44, 2.03, -0.61], [-1.09, 0.47, -0.02], [0.20, 0.54, 0.06], [-0.61, -1.67, 0.55], [0.72, 0.60, -1.00], [-0.11, 0.20, 0.24], [0.61, 1.09, 0.25], [-0.17, 0.27, -0.73], [-0.77, 0.69, 0.82], [2.23, -1.25, -0.87], [-0.61, -0.11, -0.56]],
  "nbo_charge": [-0.194, -0.181, -0.181, -0.229, -0.216, -0.039, -0.338, 0.156, 0.232, -0.356, -0.504, -0.580, -0.291, 0.232, 0.226, 0.232, 0.211, 0.224, 0.271, 0.238, 0.430, 0.420, 0.414, 0.404, 0.422],
  "e_lumo_ev": -3.0,
  "total_charge": 1,
  "orbital_gap_ev": 9.7,
  "e_above_lowest_kcal_mol": 133.8,
  "homo_ha": -0.4657
}

(2)
{
  "formula": "C9H12N3O2S",
  "method": "wB97M-V/def2-TZVPD",
  "species": ["C", "C", "C", "C", "C", "C", "C", "C", "C", "N", "N", "N", "O", "O", "S", "H", "H", "H", "H", "H", "H", "H", "H", "H", "H", "H", "H"],
  "positions_angstrom": [[-2.898, -0.722, 1.245], [-3.451, -0.043, 0.155], [-1.288, 0.180, 0.034], [4.458, 1.959, 1.087], [0.528, -2.176, -1.334], [3.391, 1.290, 0.652], [-0.034, 0.803, -0.217], [2.390, 1.892, -0.429], [1.097, 1.295, -0.235], [-2.441, 0.500, -0.567], [-1.544, -0.504, 1.186], [-4.814, 0.089, -0.315], [-5.670, -0.217, 0.494], [-4.955, 0.496, -1.430], [0.398, -3.273, 0.143], [-3.505, -1.046, 2.132], [5.181, 1.294, 1.654], [4.753, 2.995, 0.796], [-0.413, -1.722, -1.277], [0.605, -2.769, -2.270], [3.115, 0.344, 1.206], [2.370, 2.955, -0.583], [2.942, 1.457, -1.297], [1.388, -1.513, -1.426], [-2.451, 1.015, -1.500], [-0.873, -0.913, 1.897], [1.718, -3.665, 0.201]],
  "forces_ev_per_angstrom": [[-2.22, 1.47, 0.08], [0.49, -1.18, 1.06], [1.68, 1.41, 1.39], [1.09, -1.11, -0.01], [1.35, -2.02, -0.78], [-0.96, 1.30, 0.98], [2.15, 0.46, 0.05], [2.19, -2.39, 0.78], [-3.06, -0.88, -0.90], [1.25, 0.16, -1.46], [-0.55, -0.79, -0.12], [-0.29, -0.54, 1.74], [0.29, 0.05, -0.45], [-0.09, 0.39, -0.95], [1.44, 0.20, -0.33], [1.09, -0.16, -1.13], [-0.83, 1.49, -0.25], [-0.26, -1.11, 0.15], [-1.12, 1.12, -0.50], [-0.45, 0.07, 0.65], [0.31, 0.85, -1.36], [0.03, 0.51, 0.44], [-1.17, 0.30, -0.12], [-0.29, 0.25, 0.82], [-0.43, -0.92, 1.75], [-0.70, 0.85, -1.56], [-0.92, 0.21, 0.04]],
  "nbo_charge": [-0.001, 0.174, 0.412, -0.372, -0.711, -0.198, -0.209, -0.572, 0.263, -0.454, -0.457, 0.523, -0.315, -0.328, -0.082, 0.297, 0.225, 0.219, 0.186, 0.236, 0.222, 0.276, 0.285, 0.227, 0.501, 0.496, 0.157],
  "e_lumo_ev": -4.6,
  "total_charge": 1,
  "orbital_gap_ev": 7.8,
  "e_above_lowest_kcal_mol": 129.3,
  "homo_ha": -0.4551
}

(3)
{
  "formula": "C9H12N3O2SSeTc",
  "method": "wB97M-V/def2-TZVPD",
  "species": ["Tc", "C", "C", "C", "O", "H", "H", "H", "H", "H", "H", "H", "Se", "N", "C", "C", "C", "C", "C", "C", "N", "H", "H", "H", "H", "O", "S", "N", "H"],
  "positions_angstrom": [[-0.884, 0.698, -0.433], [-1.851, 3.429, -0.381], [-0.937, 3.017, 0.785], [0.531, 3.106, 0.337], [-1.196, 1.755, 1.077], [-1.633, 4.458, -0.691], [-2.910, 3.394, -0.093], [-1.722, 2.789, -1.264], [-1.064, 3.793, 1.553], [0.751, 2.454, -0.518], [1.216, 2.835, 1.151], [0.776, 4.132, 0.034], [1.808, 0.577, 1.565], [0.501, -0.269, 0.530], [0.621, -1.542, 0.528], [-0.231, -2.404, -0.169], [-0.002, -3.788, -0.097], [1.066, -4.292, 0.664], [1.914, -3.417, 1.359], [1.679, -2.041, 1.282], [2.404, -1.175, 1.885], [-1.055, -2.019, -0.756], [-0.651, -4.471, -0.630], [1.237, -5.360, 0.715], [2.737, -3.807, 1.945], [-0.498, -2.147, -3.790], [0.025, -0.832, -3.323], [-0.559, -0.401, -2.002], [-2.072, 1.527, -1.260]],
  "forces_ev_per_angstrom": [[-3.02, 1.18, -1.83], [-0.02, 2.26, 0.20], [0.55, 4.47, -2.20], [0.24, 0.95, 0.35], [-0.19, -3.60, 1.21], [-0.05, -0.03, 0.12], [0.26, -0.20, -0.03], [0.24, 0.88, 0.19], [-0.25, -0.77, 0.51], [0.05, 0.07, -0.21], [-0.31, 0.37, -0.19], [0.02, -0.25, -0.03], [0.13, -4.16, -0.04], [1.93, 1.54, 1.58], [-0.87, -1.47, -0.85], [-0.66, -2.79, -0.34], [-0.64, 2.20, -0.29], [1.87, 1.02, 1.42], [-0.80, -3.16, -0.82], [0.81, -0.27, 0.61], [1.31, 2.87, 1.13], [0.12, -0.38, 0.26], [-0.03, 0.10, -0.01], [0.02, 0.08, 0.02], [-0.06, 0.17, -0.02], [0.96, 2.44, 0.50], [-1.21, -2.84, -0.28], [0.35, 1.66, -0.33], [-0.76, -2.35, -0.63]],
  "lowdin_spin": [2.620, 0.035, 0.012, 0.030, -0.035, 0.004, 0.001, 0.017, 0.000, 0.017, 0.001, 0.003, 0.008, -0.024, 0.014, -0.019, 0.047, -0.026, 0.058, 0.006, 0.119, 0.005, 0.003, -0.002, 0.002, 0.083, 0.055, -0.038, 0.005],
  "multiplicity": 4,
  "e_lumo_ev": [-6.7, -6.0],
  "total_charge": 1,
  "orbital_gap_ev": [5.7, 6.7],
  "homo_ha": [-0.4573, -0.4675]
}

(4)
{
  "formula": "C9H12N3OS",
  "method": "wB97M-V/def2-TZVPD",
  "species": ["C", "C", "C", "C", "C", "C", "C", "C", "C", "N", "N", "N", "O", "S", "H", "H", "H", "H", "H", "H", "H", "H", "H", "H", "H", "H"],
  "positions_angstrom": [[2.829, 1.566, -0.883], [3.845, 0.677, -0.460], [1.569, 1.179, -0.451], [3.587, -0.588, 0.091], [1.454, -0.023, 0.223], [-0.004, -0.485, 0.751], [-3.378, -0.628, -0.829], [-3.619, 0.877, -0.598], [-1.360, -0.065, 0.067], [2.361, -0.948, 0.431], [-0.029, 0.062, 2.112], [-2.078, -0.962, -0.489], [-0.078, -1.916, 0.747], [-1.990, 1.493, 0.163], [3.017, 2.570, -1.298], [4.925, 0.950, -0.607], [0.599, 1.868, -0.627], [4.403, -1.289, 0.291], [-4.114, -1.243, -0.277], [-3.563, -0.671, -2.005], [-3.803, 1.321, -1.577], [-4.189, 1.252, 0.176], [0.979, -0.019, 2.401], [-0.504, -0.701, 2.680], [-1.582, -1.888, -0.476], [0.721, -2.391, 0.443]],
  "forces_ev_per_angstrom": [[0.63, -0.49, 1.61], [1.66, 0.54, -1.00], [-2.17, 1.81, -0.55], [0.72, 0.96, -0.16], [-3.58, -0.51, -1.06], [1.35, -0.44, 0.20], [-3.78, 0.54, -3.16], [2.98, 0.15, -0.99], [2.33, 0.91, 0.87], [-0.06, 0.15, 0.00], [0.47, -2.10, 0.55], [2.64, -1.72, 0.67], [-0.49, 0.05, -0.30], [-0.34, -0.09, -0.50], [0.03, -0.86, 0.01], [-1.27, -0.31, -0.03], [2.51, -1.77, 0.43], [-0.31, 0.28, -0.08], [0.37, 0.11, -0.50], [0.42, -0.89, 2.52], [-0.03, 0.51, 0.56], [-2.28, -0.02, 1.13], [-1.35, 0.32, 0.09], [0.47, 1.43, -0.55], [-1.05, 0.53, -0.06], [0.12, 0.92, 0.30]],
  "nbo_charge": [-0.152, -0.232, -0.244, 0.049, 0.169, 0.318, -0.252, -0.467, 0.198, -0.452, -0.815, -0.499, -0.761, 0.431, 0.250, 0.242, 0.234, 0.221, 0.250, 0.240, 0.247, 0.243, 0.387, 0.384, 0.479, 0.532],
  "e_lumo_ev": -3.7,
  "total_charge": 1,
  "orbital_gap_ev": 9.3,
  "e_above_lowest_kcal_mol": 6.9,
  "homo_ha": -0.4796
}

(5)
{
  "formula": "C9H12NO",
  "method": "wB97M-V/def2-TZVPD",
  "species": ["C", "C", "C", "C", "C", "C", "C", "C", "C", "N", "O", "H", "H", "H", "H", "H", "H", "H", "H", "H", "H", "H", "H"],
  "positions_angstrom": [[-2.031, 0.208, -1.843], [0.263, -0.090, -0.774], [-1.543, -0.398, -2.982], [0.570, -1.029, -1.847], [-1.366, 0.198, -0.601], [-0.254, -1.128, -2.916], [1.021, 1.568, 1.695], [1.246, -0.596, 2.807], [0.988, 0.079, 1.577], [-1.957, 0.517, 0.447], [0.746, -0.610, 0.516], [-3.035, 0.655, -2.033], [0.638, 1.020, -0.915], [-2.333, -0.436, -3.680], [1.584, -1.504, -1.911], [-0.201, -1.927, -3.689], [2.136, 1.721, 1.815], [0.487, 2.141, 0.870], [2.115, -1.274, 2.935], [0.508, -1.426, 2.799], [1.390, -0.006, 3.654], [0.582, 1.848, 2.742], [-1.555, 0.469, 1.334]],
  "forces_ev_per_angstrom": [[-0.97, -0.20, -4.11], [-1.95, 3.06, 1.09], [0.24, 0.67, 3.99], [1.07, -0.71, -2.01], [2.73, -0.01, 0.56], [-1.22, -0.90, -0.18], [-0.76, 0.50, 0.54], [0.53, -3.81, -0.20], [-0.23, 1.21, -1.58], [-1.53, 0.28, -0.82], [0.45, 0.45, 0.94], [0.81, -0.35, 1.18], [-0.23, -2.23, 0.10], [0.18, -0.40, -1.73], [-1.20, 0.26, 0.44], [0.92, 0.89, 0.54], [-0.99, 0.44, -0.42], [1.12, -0.63, 1.14], [0.21, 0.36, -1.18], [-0.26, 0.64, 0.86], [-0.79, 1.14, 1.27], [0.69, -0.42, -2.05], [1.20, -0.23, 1.62]],
  "nbo_charge": [-0.248, -0.004, -0.157, -0.254, 0.266, -0.161, -0.754, -0.775, 0.702, -0.568, -0.389, 0.254, 0.238, 0.243, 0.253, 0.249, 0.300, 0.274, 0.322, 0.310, 0.269, 0.291, 0.339],
  "e_lumo_ev": -4.9,
  "total_charge": 1,
  "orbital_gap_ev": 7.5,
  "e_above_lowest_kcal_mol": 66.4,
  "homo_ha": -0.4576
}